One molecule with the formula C13H22N2O4 at a distorted geometry, computed with the ωB97M-V functional and the def2-TZVPD basis.

Calculated values
E_LUMO   0.63 eV
SMILES   C#CCNC(=O)OC[C@@H](CNC(=O)O)[C@H](C)CCC
Spin multiplicity   1
HOMO energy   -0.35460 Ha
ΔE to the lowest compared entry with this formula, charge and spin   105.6 kcal/mol
Molecular weight   270.3 g mol⁻¹

Cartesian coordinates (Å):
O 0.826 -3.054 1.948
O 4.519 3.478 -0.375
C -2.418 -1.535 5.624
C -1.610 -2.241 5.002
O 3.028 4.612 -1.635
O 0.739 -0.761 1.677
C 0.513 -1.928 2.310
C 3.499 3.508 -1.086
N -0.267 -1.900 3.411
N 2.897 2.268 -1.336
C -0.496 -2.938 4.432
C -2.595 2.633 -0.079
C 0.984 -0.072 -2.493
C 1.990 -0.612 0.882
C 3.134 0.990 -0.694
C -1.315 1.837 0.226
C -0.388 1.792 -0.986
C 1.757 0.667 -0.044
C 0.563 0.528 -1.088
H -3.240 -0.942 5.930
H 3.574 5.306 -1.272
H -0.659 -1.042 3.645
H 1.975 2.355 -1.873
H -0.809 -3.938 4.010
H 0.303 -3.176 5.237
H -2.456 3.603 -0.546
H -3.253 2.068 -0.782
H -3.136 2.724 0.867
H 1.669 0.627 -3.064
H 1.544 -0.947 -2.249
H -0.013 -0.281 -2.986
H 2.780 -0.397 1.628
H 2.267 -1.582 0.333
H 3.535 0.163 -1.353
H 3.926 1.102 -0.013
H -1.572 0.755 0.468
H -0.808 2.237 1.008
H -1.083 1.917 -1.895
H 0.315 2.611 -0.986
H 1.580 1.508 0.599
H -0.099 -0.245 -0.704



C13H22N3O10P2Ru as an isolated structure, computed with the ωB97M-V functional and the def2-TZVPD basis.

Calculated values
E_LUMO (spin up / spin down)   -0.22 / -1.20 eV
Spin multiplicity   2
HOMO energy (spin up / spin down)   -0.34902 / -0.34909 Ha
ΔE to the lowest compared entry with this formula, charge and spin   96.4 kcal/mol
Molecular weight   543.3 g mol⁻¹

Cartesian coordinates (Å):
Ru 1.719 1.006 -0.757
N 3.488 0.129 -1.629
C 4.038 -1.181 -1.214
C 4.032 -1.308 0.299
C 2.612 -1.239 0.851
O 2.038 -2.228 1.242
O 2.091 -0.030 0.871
H 3.481 0.244 -2.640
H 4.128 0.851 -1.299
H 5.049 -1.298 -1.610
H 3.431 -1.981 -1.636
H 4.626 -0.506 0.745
H 4.467 -2.265 0.581
O 3.006 2.623 -0.231
P 2.414 3.560 -1.509
O 3.316 4.583 -2.012
O 2.102 2.310 -2.361
O 1.067 4.151 -0.930
P -0.216 3.458 -0.014
O -0.606 2.098 -2.167
O 0.454 2.134 0.400
O -1.224 3.052 -1.287
H 3.043 2.995 0.659
H -0.067 2.654 -2.752
C -4.941 0.404 1.717
C -4.277 -0.925 2.045
N -2.972 -1.075 1.396
C -1.786 -0.984 2.248
C -1.565 0.406 2.824
C -2.983 -1.436 0.094
O -4.005 -1.710 -0.519
C -1.670 -1.501 -0.636
C -1.368 -2.614 -1.401
C -0.169 -2.637 -2.097
C 0.675 -1.552 -2.003
N 0.374 -0.463 -1.285
C -0.788 -0.437 -0.627
H -5.903 0.480 2.225
H -5.115 0.480 0.644
H -4.319 1.243 2.029
H -4.914 -1.748 1.722
H -4.114 -1.026 3.119
H -0.910 -1.307 1.689
H -1.908 -1.708 3.059
H -1.505 1.155 2.035
H -0.626 0.433 3.377
H -2.371 0.688 3.503
H -2.067 -3.437 -1.444
H 0.118 -3.482 -2.704
H 1.605 -1.521 -2.550
H -0.985 0.461 -0.061



C13H22N8O7SV as an isolated structure, computed with the ωB97M-V functional and the def2-TZVPD basis.

Calculated values
E_LUMO (spin up / spin down)   -0.28 / -0.27 eV
Spin multiplicity   2
HOMO energy (spin up / spin down)   -0.23515 / -0.21343 Ha
ΔE to the lowest compared entry with this formula, charge and spin   8.9 kcal/mol
Molecular weight   485.4 g mol⁻¹

Cartesian coordinates (Å):
V -1.308 0.755 0.657
O 0.198 0.766 4.551
C 0.161 0.608 3.339
O -0.910 0.684 2.629
C 1.475 0.334 2.609
C 2.566 0.095 3.410
C 3.825 -0.144 2.864
C 4.018 -0.138 1.506
C 2.930 0.081 0.680
C 1.618 0.350 1.182
O 0.659 0.664 0.388
N 3.201 0.069 -0.739
O 2.282 -0.197 -1.516
O 4.324 0.326 -1.122
N 4.964 -0.401 3.741
O 4.764 -0.414 4.939
O 6.043 -0.620 3.219
H 2.422 0.103 4.481
H 4.996 -0.317 1.086
N -1.331 1.278 -1.513
C -1.387 2.737 -1.714
C -0.549 3.402 -0.637
N -1.044 2.984 0.682
H -0.379 0.948 -1.670
H -1.933 0.800 -2.175
H -2.430 3.053 -1.624
H -1.032 3.038 -2.703
H -0.555 4.487 -0.773
H 0.481 3.054 -0.724
H -1.807 3.578 0.989
H -0.320 3.061 1.389
N -4.341 -0.175 1.130
N -3.450 0.947 1.245
H -4.939 -0.225 1.948
H -3.750 -1.001 1.123
H -3.190 1.136 2.215
H -3.947 1.756 0.891
S -1.464 -1.813 0.720
C -1.142 -2.100 -0.940
N 0.020 -1.771 -1.493
C 0.354 -1.981 -2.894
C -0.406 -3.186 -3.419
C -1.886 -3.015 -3.121
N -2.055 -2.722 -1.703
H 0.660 -1.194 -0.949
H 1.431 -2.121 -2.958
H 0.114 -1.090 -3.487
H -0.039 -4.088 -2.926
H -0.248 -3.295 -4.491
H -2.439 -3.926 -3.348
H -2.306 -2.210 -3.732
H -2.920 -2.951 -1.239



One molecule with the formula C13H22S at a distorted geometry, computed with the ωB97M-V functional and the def2-TZVPD basis.

Calculated values
E_LUMO   0.72 eV
SMILES   CCCCCC#C[C@@]1(S)CCC[C@@H]1C
Spin multiplicity   1
HOMO energy   -0.32260 Ha
ΔE to the lowest compared entry with this formula, charge and spin   42.5 kcal/mol
Molecular weight   210.4 g mol⁻¹

Cartesian coordinates (Å):
C -0.623 -0.313 -1.594
C -1.471 -0.796 -0.899
C 1.879 2.152 -0.901
C 2.771 0.875 -1.266
C 0.525 1.985 -1.567
C 1.699 -0.298 -1.357
C 0.508 0.444 -1.936
C 2.415 -1.495 -2.086
C -0.263 0.447 3.827
C -2.619 -1.307 -0.263
C -1.589 -0.283 3.340
C -2.446 -1.530 1.260
C -1.794 -0.266 1.815
S 0.436 0.478 -3.862
H 1.701 2.109 0.167
H 2.392 3.023 -1.402
H 3.095 0.925 -2.283
H 3.428 0.663 -0.406
H -0.213 2.181 -0.848
H 0.445 2.522 -2.551
H 1.332 -0.712 -0.326
H 2.818 -1.100 -2.949
H 1.653 -2.286 -2.348
H 3.191 -1.877 -1.373
H 0.723 -0.157 3.607
H -0.236 1.446 3.377
H -0.388 0.867 4.833
H -2.833 -2.176 -0.961
H -3.434 -0.553 -0.434
H -2.446 0.221 3.815
H -1.563 -1.296 3.741
H -1.972 -2.404 1.574
H -3.500 -1.585 1.544
H -0.825 -0.053 1.340
H -2.364 0.598 1.493
H -0.431 -0.449 -4.121



A 2-piece molecular cluster, C13H23Br3F3N3OP overall at a distorted geometry, computed with the ωB97M-V functional and the def2-TZVPD basis.

Calculated values
E_LUMO   -4.76 eV
Spin multiplicity   1
Net charge   +1
HOMO energy   -0.43220 Ha
ΔE to the lowest compared entry with this formula, charge and spin   151.7 kcal/mol
Molecular weight   565.0 g mol⁻¹

Cartesian coordinates (Å):
C 2.172 0.987 1.881
C 0.721 1.007 2.641
Br -0.378 2.682 2.234
C -0.113 -0.356 2.751
Br 1.051 -1.594 3.898
N -0.610 -1.110 1.570
C -0.471 -0.541 0.202
C -1.584 0.581 -0.267
N -0.865 1.696 -0.994
C -2.086 -1.408 1.920
C -2.944 -2.245 0.846
C -4.560 -1.955 1.166
F -5.386 -3.003 1.836
C -5.205 -0.665 0.742
F -5.624 -0.413 -0.673
F -5.424 0.394 1.760
P 0.395 -2.631 1.573
O -0.287 -3.894 0.612
Br 2.422 -2.269 0.533
H 2.145 1.132 0.723
H 2.845 0.069 2.235
H 2.758 1.943 2.298
H 1.036 1.245 3.776
H -1.011 -0.120 3.507
H -0.644 -1.455 -0.552
H 0.569 -0.104 -0.100
H -2.394 0.143 -1.027
H -2.198 1.057 0.608
H -1.373 2.606 -0.905
H -0.634 1.457 -1.983
H -2.685 -0.401 2.149
H -2.062 -2.015 2.941
H -2.846 -3.434 0.913
H -2.803 -1.980 -0.285
H -0.040 -4.756 1.103
C 3.607 1.417 -1.986
C 3.951 1.407 -3.472
C 2.932 2.168 -4.323
C 1.561 1.528 -4.177
N 0.423 0.998 -4.055
H 2.654 0.917 -1.788
H 4.376 0.887 -1.415
H 3.545 2.442 -1.604
H 4.018 0.367 -3.814
H 4.940 1.856 -3.611
H 3.230 2.144 -5.377
H 2.876 3.216 -4.010



C13H23Br3N3OS as an isolated structure at a distorted geometry, computed with the ωB97M-V functional and the def2-TZVPD basis.

Calculated values
E_LUMO (spin up / spin down)   -0.01 / -0.09 eV
Spin multiplicity   2
HOMO energy (spin up / spin down)   -0.32128 / -0.34410 Ha
Molecular weight   509.1 g mol⁻¹

Cartesian coordinates (Å):
C -3.446 -0.369 -1.770
C -1.939 -0.028 -1.495
C -1.578 0.992 -2.608
C -1.863 0.701 -0.121
C -0.884 0.149 0.960
C -1.738 -0.477 2.115
C -1.047 -0.449 3.506
N 0.185 -1.232 3.637
N -0.210 1.351 1.611
C 0.627 1.884 0.990
S 1.613 2.805 0.187
C 0.117 -0.951 0.493
C 0.138 -1.303 -1.007
C 0.619 -2.780 -1.068
C 1.186 -0.520 -1.827
N -1.211 -1.295 -1.600
O -1.281 -1.835 -2.754
H -3.571 -0.335 -2.855
H -4.115 0.373 -1.336
H -3.660 -1.395 -1.465
H -0.683 1.570 -2.361
H -2.409 1.696 -2.689
H -1.448 0.496 -3.571
H -1.711 1.760 -0.333
H -2.858 0.655 0.318
H -1.997 -1.521 1.909
H -2.679 0.066 2.253
H -0.932 0.566 3.878
H -1.776 -0.914 4.185
H 0.928 -0.705 3.190
H 0.076 -2.127 3.177
H -0.144 -1.873 1.006
H 1.153 -0.753 0.780
H 1.584 -2.821 -0.548
H -0.055 -3.418 -0.492
H 0.774 -3.121 -2.088
H 2.194 -0.893 -1.659
H 0.959 -0.710 -2.882
H 1.084 0.556 -1.688
C 5.900 3.181 0.849
Br 5.375 4.019 -0.805
Br 7.277 1.861 0.573
Br 6.413 4.483 2.175
H 5.032 2.662 1.231